(1)
Entry from OMol25: an isolated molecule of C5H10Si (ωB97M-V with the def2-TZVPD basis set).

Bonds (Å) are listed after each position.
Cartesian coordinates (Å):
1 C -1.42179 1.15431 -0.48820  C5 1.198, Si14 1.885
2 H 0.66677 1.25302 2.14590  C8 1.090
3 H 0.35195 -2.40508 0.67878  C12 1.048
4 H 1.06624 2.14092 0.77289  C8 1.081
5 C -2.46092 1.74152 -0.38951  C1 1.198, H13 1.091
6 H 0.77868 0.27465 -2.34199  C15 1.059
7 H 0.10658 -1.37252 -2.29648  C15 1.074
8 C 1.16998 1.14634 1.18468  H2 1.090, H4 1.081, Si14 2.025, H16 1.082
9 H 1.84200 -1.09124 -1.71893  C15 1.089
10 H -1.23471 -2.16102 0.85839  C12 1.089
11 H -0.14413 -1.34998 2.07270  C12 1.168
12 C -0.29232 -1.62271 0.94697  H3 1.048, H10 1.089, H11 1.168, Si14 1.904
13 H -3.46771 2.12927 -0.54866  C5 1.091
14 Si -0.00973 0.00462 -0.00093  C1 1.885, C8 2.025, C12 1.904, C15 2.214
15 C 0.84811 -0.69370 -1.91836  H6 1.059, H7 1.074, H9 1.089, Si14 2.214
16 H 2.20100 0.85159 1.04276  C8 1.082

Summary:
Gap between HOMO and LUMO = 10.2040 eV
Spin multiplicity = 1
HOMO level = -9.236 eV
SMILES string = C#C[Si](C)(C)C
Lowest unoccupied orbital energy = 1.0 eV



(2)
Entry from OMol25: an isolated molecule of C5H10Si (ωB97M-V with the def2-TZVPD basis set).

Bonds (Å) are listed after each position.
Cartesian coordinates (Å):
1 C 1.51012 -0.08398 0.14327  C7 1.523, H10 1.089, H13 1.122, C16 1.484
2 H -2.10290 1.54923 -1.35733  Si4 1.421
3 H -2.80339 -1.29346 0.73900  C12 1.108
4 Si -1.67002 1.24666 -0.03764  H2 1.421, C14 1.874, H15 1.445
5 H -1.62423 -2.51311 0.07566  C12 1.099
6 H 1.57025 1.88903 1.19074  C16 1.098
7 C 0.42360 -0.81408 -0.63574  C1 1.523, H9 1.112, H11 1.140, C14 1.558
8 H 2.25474 2.00496 -0.48100  C16 1.125
9 H 0.46956 -0.90328 -1.74360  C7 1.112
10 H 1.34275 -0.44023 1.15845  C1 1.089
11 H 0.59343 -1.86132 -0.21984  C7 1.140
12 C -1.78125 -1.45862 0.34325  H3 1.108, H5 1.099, C14 1.306
13 H 2.47653 -0.51980 -0.22449  C1 1.122
14 C -1.00366 -0.50369 -0.09308  Si4 1.874, C7 1.558, C12 1.306
15 H -2.43079 1.89009 1.00837  Si4 1.445
16 C 1.61018 1.39540 0.21111  C1 1.484, H6 1.098, H8 1.125

Summary:
Gap between HOMO and LUMO (spin up / spin down) = 8.0678 / 7.2029 eV
Spin multiplicity = 1
HOMO level (spin up / spin down) = -8.087 / -6.930 eV
Lowest unoccupied orbital energy (spin up / spin down) = 0.0 / 0.3 eV



Least stable: (2)